Record 1
{
  "formula": "C18H19F4N8Pd",
  "method": "ωB97M-V/def2-TZVPD",
  "total_charge": 1,
  "orbital_gap_ev": 6.83,
  "mol_weight_da": 529.82,
  "symbols": ["Pd", "C", "N", "C", "C", "C", "N", "C", "C", "F", "C", "F", "C", "C", "F", "C", "F", "H", "H", "H", "H", "H", "H", "H", "H", "H", "H", "H", "N", "C", "N", "C", "N", "N", "C", "N", "C", "C", "C", "C", "C", "N", "H", "H", "H", "H", "H", "H", "H", "H"],
  "xyz": [[-0.1537, -0.6778, -0.0581], [-2.7204, -1.3886, 1.3381], [-2.1097, -1.4124, -0.0079], [-2.3208, -2.7397, -0.6239], [-2.7870, -0.4251, -0.9070], [-2.5284, 0.9866, -0.4583], [-1.1268, 1.0720, -0.0703], [-0.6883, 2.1961, 0.5947], [0.3195, 2.1440, 1.5726], [0.8536, 0.9460, 1.9130], [0.7883, 3.2599, 2.2281], [1.7556, 3.1000, 3.1384], [0.2751, 4.5165, 1.9812], [-0.7242, 4.5955, 1.0383], [-1.2558, 5.7816, 0.7308], [-1.1867, 3.4829, 0.3596], [-2.1086, 3.6735, -0.6050], [-3.7812, -1.6467, 1.2727], [-2.6069, -0.4011, 1.7755], [-2.2159, -2.1116, 1.9765], [-3.3813, -2.8668, -0.8538], [-2.0344, -3.5347, 0.0559], [-1.7427, -2.8160, -1.5420], [-3.8584, -0.6467, -0.9328], [-2.3771, -0.5879, -1.9044], [-3.1831, 1.2318, 0.3884], [-2.8072, 1.6625, -1.2682], [0.6381, 5.3927, 2.4969], [1.2674, 2.0194, -1.5937], [2.1710, 1.1751, -1.1133], [3.4445, 1.5475, -1.0964], [4.3161, 0.6258, -0.7004], [5.6021, 0.9590, -0.6351], [3.9975, -0.6526, -0.3687], [2.7208, -0.9109, -0.3822], [1.7401, -0.0573, -0.7081], [2.2805, -2.2689, 0.0089], [3.1800, -3.3085, 0.1410], [2.7229, -4.5320, 0.6015], [1.3897, -4.6493, 0.9588], [0.5541, -3.5625, 0.7850], [0.9714, -2.4040, 0.2726], [1.5660, 2.9396, -1.8671], [0.2859, 1.7808, -1.5473], [5.8819, 1.9015, -0.8423], [6.2729, 0.2883, -0.3054], [4.2180, -3.1273, -0.0954], [3.3998, -5.3686, 0.7071], [0.9916, -5.5658, 1.3700], [-0.4795, -3.6122, 1.0864]],
  "mulliken_charge": [0.982, -0.840, 0.083, -1.035, -0.934, -1.222, 0.207, -0.511, 0.092, -0.370, 0.337, -0.311, -0.523, 0.180, -0.303, 1.131, -0.349, 0.338, 0.251, 0.293, 0.377, 0.439, 0.294, 0.423, 0.382, 0.431, 0.437, 0.513, -0.271, 0.413, -0.724, 0.507, -0.321, -0.644, -0.126, -0.294, 0.895, -0.589, -0.367, -1.005, -0.224, 0.041, 0.231, 0.209, 0.255, 0.244, 0.504, 0.446, 0.432, 0.594]
}


Record 2
{
  "formula": "C18H19F6NO4PtS5",
  "method": "ωB97M-V/def2-TZVPD",
  "s_squared": 6.0411,
  "relative_energy_kj_mol": 0.0,
  "total_charge": 2,
  "spin_multiplicity": 5,
  "orbital_gap_ev": [8.24, 6.39],
  "mol_weight_da": 782.75,
  "symbols": ["Pt", "C", "C", "S", "C", "C", "S", "C", "C", "S", "H", "H", "H", "H", "H", "H", "H", "H", "H", "H", "H", "H", "F", "C", "F", "F", "S", "O", "O", "N", "S", "O", "O", "C", "F", "F", "F", "C", "C", "C", "C", "C", "C", "C", "C", "C", "C", "H", "H", "H", "H", "H", "H", "H"],
  "xyz": [[-0.5135, -0.1151, 0.4261], [-3.7720, 0.1979, -0.4686], [-4.0098, -0.6251, 0.7867], [-2.5616, -1.6219, 1.2643], [-2.4235, -1.2672, 3.0356], [-2.2280, 0.1933, 3.4053], [-0.7912, 0.9650, 2.5946], [-1.5111, 2.5156, 1.9685], [-2.6584, 2.3732, 0.9782], [-2.3207, 1.2844, -0.4544], [-3.6124, -0.4414, -1.3385], [-4.6431, 0.8191, -0.6834], [-4.3010, -0.0038, 1.6309], [-4.8282, -1.3217, 0.6029], [-3.3180, -1.6555, 3.5251], [-1.5864, -1.8806, 3.3703], [-3.1103, 0.7899, 3.1839], [-2.0488, 0.2680, 4.4785], [-1.8463, 3.0806, 2.8400], [-0.6630, 3.0398, 1.5324], [-3.5680, 2.0157, 1.4572], [-2.8762, 3.3567, 0.5610], [5.4461, 0.3936, 0.4802], [4.4058, 0.2720, 1.2767], [4.6218, -0.6756, 2.1792], [4.1488, 1.4180, 1.8824], [2.9373, -0.2480, 0.2839], [1.8299, -0.2477, 1.2554], [3.2384, -1.4983, -0.3330], [2.8189, 0.9646, -0.7268], [1.4340, 1.4715, -1.1815], [0.5634, 1.9047, -0.0478], [0.7015, 0.6208, -2.0887], [1.8775, 3.0434, -2.0485], [2.6413, 2.7673, -3.0805], [0.7372, 3.5904, -2.4471], [2.4949, 3.8449, -1.2044], [2.2315, -4.9753, 1.9908], [1.7802, -3.8317, 2.6235], [1.0428, -2.8764, 1.9188], [0.7360, -3.0488, 0.5649], [0.0442, -2.0862, -0.2052], [-0.1962, -2.2992, -1.5707], [0.2582, -3.4479, -2.1890], [0.9667, -4.4065, -1.4547], [1.2094, -4.2250, -0.0873], [1.9495, -5.1733, 0.6401], [2.8085, -5.7102, 2.5350], [2.0111, -3.6646, 3.6670], [0.7458, -1.9633, 2.4164], [-0.7071, -1.5533, -2.1661], [0.0797, -3.5997, -3.2449], [1.3386, -5.2964, -1.9474], [2.3084, -6.0620, 0.1358]],
  "mulliken_spin": [1.228, 0.006, 0.005, 0.307, -0.003, 0.009, 0.281, 0.008, 0.005, 0.249, -0.006, 0.008, 0.002, 0.006, 0.010, -0.006, 0.004, 0.006, 0.006, 0.002, 0.003, 0.004, 0.002, 0.009, 0.000, 0.000, 0.025, 0.086, 0.003, -0.002, 0.027, 0.124, 0.035, 0.000, 0.001, 0.000, 0.000, 0.058, 0.021, 0.193, -0.001, 0.852, -0.128, 0.107, 0.188, -0.027, 0.193, 0.004, 0.000, 0.072, 0.008, 0.007, 0.001, 0.003]
}


Record 3
{
  "formula": "C18H19FN2O4S",
  "method": "ωB97M-V/def2-TZVPD",
  "relative_energy_kj_mol": 118.7,
  "smiles": "C=CCNC(=O)CN(c1ccc(F)cc1)S(=O)(=O)c1ccc(OC)cc1",
  "orbital_gap_ev": 9.03,
  "mol_weight_da": 378.42,
  "symbols": ["C", "C", "C", "N", "C", "O", "C", "N", "C", "C", "C", "C", "F", "C", "C", "S", "O", "O", "C", "C", "C", "C", "O", "C", "C", "C", "H", "H", "H", "H", "H", "H", "H", "H", "H", "H", "H", "H", "H", "H", "H", "H", "H", "H", "H"],
  "xyz": [[-0.0771, 0.9988, 3.8835], [-0.6055, 0.5018, 2.7819], [-1.3423, 1.3248, 1.7693], [-0.6143, 1.4022, 0.5172], [-0.2790, 2.5793, -0.0466], [-0.5425, 3.6554, 0.4450], [0.4731, 2.4833, -1.3768], [0.4018, 1.2169, -2.0644], [-0.8197, 0.7906, -2.5946], [-1.9927, 1.5123, -2.3473], [-3.2078, 1.0918, -2.8554], [-3.2624, -0.0588, -3.6169], [-4.4507, -0.4784, -4.1037], [-2.1187, -0.7849, -3.8906], [-0.9061, -0.3591, -3.3835], [1.8326, 0.3049, -2.0294], [2.8960, 1.2242, -1.7615], [1.9327, -0.5187, -3.1931], [1.6152, -0.7317, -0.5887], [2.3420, -0.4435, 0.5498], [2.2080, -1.2303, 1.6796], [1.3302, -2.3149, 1.6668], [1.1126, -3.1452, 2.7086], [1.8269, -2.9414, 3.9080], [0.5963, -2.5928, 0.5057], [0.7415, -1.8082, -0.6177], [0.4431, 0.3849, 4.5995], [-0.1541, 2.0463, 4.1215], [-0.5241, -0.5517, 2.5479], [-2.3304, 0.8847, 1.5829], [-1.4652, 2.3527, 2.1173], [-0.3609, 0.5372, 0.0651], [0.1224, 3.2963, -2.0219], [1.5309, 2.6668, -1.1737], [-1.9764, 2.4124, -1.7567], [-4.1075, 1.6537, -2.6616], [-2.1776, -1.6711, -4.5022], [-0.0129, -0.9052, -3.6297], [3.0194, 0.3949, 0.5331], [2.7870, -0.9926, 2.5565], [1.6021, -1.9642, 4.3446], [2.9053, -3.0347, 3.7519], [1.4908, -3.7251, 4.5843], [-0.0733, -3.4377, 0.5149], [0.1914, -2.0259, -1.5189]],
  "mulliken_charge": [-0.872, 0.096, -0.969, 0.367, 0.680, -0.694, -0.895, -0.072, 0.838, -0.370, -0.868, 0.306, -0.346, -0.823, -0.344, 1.221, -0.715, -0.743, -0.435, -0.260, -0.284, 0.380, -0.426, -0.696, -0.703, -0.145, 0.248, 0.279, 0.343, 0.244, 0.578, -0.238, 0.422, 0.408, 0.314, 0.453, 0.453, 0.628, 0.530, 0.442, 0.184, 0.349, 0.252, 0.465, 0.417]
}


Record 4
{
  "formula": "C18H19IN2SZr",
  "method": "ωB97M-V/def2-TZVPD",
  "relative_energy_kj_mol": 0.0,
  "total_charge": 2,
  "orbital_gap_ev": 6.05,
  "mol_weight_da": 513.56,
  "symbols": ["C", "C", "H", "H", "H", "H", "H", "H", "C", "C", "C", "C", "H", "H", "H", "H", "N", "C", "C", "N", "C", "C", "C", "H", "H", "C", "H", "H", "Zr", "I", "S", "C", "C", "C", "C", "C", "C", "H", "H", "H", "H", "H"],
  "xyz": [[2.3069, 2.4130, -0.1959], [2.8841, 1.0348, -0.5186], [2.0827, 3.0085, -1.0903], [2.9955, 2.9742, 0.4457], [1.3914, 2.4040, 0.5191], [2.2425, 0.3989, -1.2145], [3.7784, 1.1894, -1.1448], [3.2091, 0.4694, 0.3627], [-2.5434, 1.3414, -1.3381], [-3.8231, 0.9737, -1.7170], [-3.9861, -0.1287, -2.5607], [-2.8586, -0.8603, -2.9332], [-2.3371, 2.2384, -0.7350], [-4.6598, 1.5637, -1.3427], [-4.9846, -0.4182, -2.8862], [-2.9097, -1.6842, -3.6485], [-1.4529, 0.5828, -1.6119], [-1.6031, -0.5545, -2.3702], [-0.4529, -1.4676, -2.4090], [0.6889, -1.0539, -1.7634], [1.7505, -1.9035, -1.6570], [0.5207, -3.6768, -2.7096], [1.6853, -3.2174, -2.0934], [2.6662, -1.5108, -1.2025], [2.5510, -3.8556, -1.9273], [-0.5178, -2.7755, -2.9295], [-1.4225, -3.0515, -3.4677], [0.4448, -4.7162, -3.0203], [0.4423, 0.8740, -0.4078], [-0.7817, 2.8680, 1.1829], [-0.0166, -0.9336, 1.1779], [0.1177, -0.0737, 2.7031], [1.3795, 0.0342, 3.3096], [1.4798, 0.6863, 4.5335], [0.3303, 1.1933, 5.1522], [-0.9125, 1.1290, 4.5206], [-1.0263, 0.4852, 3.2991], [2.2398, -0.4038, 2.7953], [2.4579, 0.7818, 5.0105], [0.4078, 1.6467, 6.1392], [-1.7942, 1.5795, 4.9701], [-1.9701, 0.4158, 2.7736]],
  "mulliken_charge": [-0.287, -0.997, 0.420, 0.433, 0.069, 0.707, 0.456, 0.367, 0.283, -0.914, -0.399, -0.761, 0.252, 0.422, 0.458, 0.420, -0.053, 0.795, 0.493, -0.326, 0.009, -0.571, -0.726, 0.374, 0.426, -0.527, 0.288, 0.470, 0.434, -0.221, -0.157, 0.590, -0.278, -0.623, -0.455, -0.416, -0.615, 0.447, 0.401, 0.406, 0.396, 0.508]
}